Record 1
ORCA calculation (ωB97M-V/def2-TZVPD) on a 2-piece molecular cluster, C4H12NP overall in a non-equilibrium geometry.

Calculated values
energy above the lowest of the compared OMol25 structures with the same formula, charge and spin = 98.8 kcal per mole
HOMO level (spin up / spin down) = -0.32320 / -0.27917 Eh
LUMO level (spin up / spin down) = -0.1 / 0.0 eV
net charge = 0
energy = -555.55885 Eh
frontier orbital gap (spin up / spin down) = 8.67 / 7.63 eV

Element x y z (Å)
H (-3.30138, -0.79873, 0.79452)
P (1.39664, -0.12244, 0.68939)
H (0.96382, -2.11909, -0.83209)
H (2.68723, -1.72348, -0.53528)
H (-1.64106, -0.74813, 1.60437)
C (2.59496, 1.22342, 0.25396)
C (1.66634, -1.27508, -0.79457)
H (-0.67090, 1.72967, 0.43956)
H (-3.00947, 0.58279, 1.75258)
H (-2.01725, -0.50367, -0.83828)
H (2.66986, 1.77017, 1.23352)
N (-0.93414, 1.06174, -0.34634)
C (-2.09646, 0.32426, -0.14380)
H (1.83582, -0.98624, -1.85832)
H (3.53814, 0.82377, 0.07319)
H (2.29554, 1.68141, -0.65762)
H (-3.00687, 0.93031, -0.44988)
C (-2.50015, -0.15398, 1.21855)

Record 2
ORCA calculation (ωB97M-V/def2-TZVPD) on a 2-piece molecular cluster, C4H12NP overall in a non-equilibrium geometry.

Calculated values
energy above the lowest of the compared OMol25 structures with the same formula, charge and spin = 71.0 kcal per mole
HOMO level = -0.31316 Eh
LUMO level = 1.1 eV
net charge = 0
energy = -555.60327 Eh
frontier orbital gap = 9.64 eV

Element x y z (Å)
H (-1.90759, -2.07149, 0.32113)
H (2.38617, 0.46964, -0.68394)
H (-1.28223, -1.82668, -1.30560)
N (0.28516, 0.91625, -0.46568)
H (2.67699, -0.58815, 1.39205)
H (2.73256, -2.25207, 0.82116)
C (-1.21054, -1.44314, -0.33149)
H (-0.95107, 1.25572, 2.25123)
H (-0.19907, -1.68494, -0.05440)
H (2.55013, -1.26765, -1.40513)
H (0.28131, 1.79844, -1.03994)
H (-2.22423, 0.97115, -0.30735)
C (-1.03049, 0.27154, 1.85755)
C (2.42389, -0.61421, -0.59385)
C (2.57292, -1.24180, 0.55019)
H (-0.14524, -0.13848, 2.41069)
H (-1.99501, -0.35149, 2.22851)
P (-1.06404, 0.34452, 0.01136)

Record 3
ORCA calculation (ωB97M-V/def2-TZVPD) on a 2-piece molecular cluster, C4H12NS overall in a non-equilibrium geometry.

Calculated values
energy above the lowest of the compared OMol25 structures with the same formula, charge and spin = 7.5 kcal per mole
HOMO level = -0.09247 Eh
LUMO level = 4.2 eV
net charge = -1
energy = -612.55891 Eh
frontier orbital gap = 6.69 eV

Element x y z (Å)
C (-2.64511, 1.54531, 1.75561)
N (-2.63114, 1.90002, 0.32969)
H (-3.30174, 2.20889, 2.33531)
H (2.63479, -2.99872, -1.01645)
H (1.14364, -2.52796, -0.18541)
H (-3.52599, 1.65468, -0.07654)
S (-0.33514, -0.27346, 0.12734)
C (1.94639, -0.95258, -1.34535)
H (2.87819, -0.57674, -1.79587)
H (-3.00317, 0.51027, 1.88741)
H (2.75353, -1.88586, 0.38428)
H (-1.92072, 1.28065, -0.13065)
H (1.12780, 1.05386, -1.31596)
H (-1.64906, 1.66057, 2.15774)
C (2.13741, -2.19220, -0.46498)
H (1.28756, -1.19976, -2.20038)
C (1.23150, 0.19518, -0.62863)
H (1.87126, 0.59784, 0.18286)

Record 4
ORCA calculation (ωB97M-V/def2-TZVPD) on a 3-piece molecular cluster, C4H12NS overall in a non-equilibrium geometry.

Calculated values
energy above the lowest of the compared OMol25 structures with the same formula, charge and spin = 141.8 kcal per mole
HOMO level = -0.47570 Eh
LUMO level = -8.7 eV
net charge = +1
energy = -612.07870 Eh
frontier orbital gap = 4.22 eV

Element x y z (Å)
H (1.17126, 0.73440, 0.70095)
H (-0.35195, -1.18529, -1.05966)
H (-0.04333, 1.53441, 1.73642)
C (-0.47415, -1.40689, -2.12629)
H (0.97023, 1.41867, 3.94848)
H (0.85150, -1.15493, 1.94708)
H (-0.23736, 0.72993, -2.20273)
H (0.51975, -1.84826, -2.38874)
H (1.63836, 1.35597, 5.47358)
N (1.38918, 0.82568, 4.64881)
H (2.25052, 0.42922, 4.29096)
S (-0.36514, -0.79469, 1.37719)
H (-2.07514, -0.58314, -4.29834)
C (0.10849, 0.78628, 0.93384)
C (-1.61958, 0.21125, -3.71574)
C (-0.74765, -0.06982, -2.75063)
H (-1.79210, 1.20900, -4.12142)
H (-1.19291, -2.19180, -2.39377)

Record 5
ORCA calculation (ωB97M-V/def2-TZVPD) on an isolated ion of composition C4H12NS and charge +1 in a non-equilibrium geometry.

Calculated values
energy above the lowest of the compared OMol25 structures with the same formula, charge and spin = 43.7 kcal per mole
HOMO level = -0.45893 Eh
LUMO level = -3.6 eV
net charge = +1
energy = -612.23504 Eh
frontier orbital gap = 8.91 eV

Element x y z (Å)
H (0.73411, 0.77214, -3.08445)
H (2.35696, -0.18669, -0.27615)
H (-0.11342, -0.61116, -3.72927)
C (-0.68124, -0.38780, 1.63464)
C (0.49219, -0.27654, -2.97755)
H (-0.88867, -0.24740, 2.78214)
N (-1.74560, 0.67751, 1.21253)
H (-1.07769, -1.36248, 1.30045)
H (-2.75230, 0.42301, 1.18774)
H (-1.77262, 1.47607, 1.87721)
H (1.22494, -1.09957, -3.19903)
S (-0.03063, -0.78380, -1.23628)
C (0.89585, -0.16358, 1.24404)
H (1.21281, 1.14319, -0.51780)
C (1.19629, 0.11730, -0.17179)
H (-1.48627, 1.09033, 0.29279)
H (1.18709, -1.17740, 1.72238)
H (1.24822, 0.59687, 1.93840)

Record 6
ORCA calculation (ωB97M-V/def2-TZVPD) on a 2-piece molecular cluster, C4H12NS2 overall in a non-equilibrium geometry.

Calculated values
energy above the lowest of the compared OMol25 structures with the same formula, charge and spin = 106.1 kcal per mole
HOMO level = -0.48388 Eh
LUMO level = -5.5 eV
net charge = +1
energy = -1010.32636 Eh
frontier orbital gap = 7.65 eV

Element x y z (Å)
H (0.91885, -0.55438, -1.76373)
C (0.61523, 0.27185, -2.52047)
C (-1.70329, -0.09466, 1.12732)
H (3.44488, 0.10503, 0.70231)
S (-2.19960, -0.33758, -0.91046)
H (-3.32485, -1.52748, 1.28972)
C (-0.22273, -0.06146, 1.48118)
C (-2.29966, -1.38061, 0.81504)
H (-2.14881, -2.34551, 0.33213)
H (0.10147, 1.04635, 1.50345)
H (-2.52041, 0.66143, 1.46002)
H (2.86264, 1.69179, 0.92246)
S (-0.77063, 1.00346, -1.44829)
H (1.42441, 0.96903, -2.58338)
H (0.09134, -0.00707, -3.57738)
H (-0.03875, -0.53512, 2.42313)
H (2.59308, 0.90514, -0.59724)
N (2.71278, 0.74945, 0.46190)
H (0.46406, -0.55964, 0.88230)

Record 7
ORCA calculation (ωB97M-V/def2-TZVPD) on a 2-piece molecular cluster, C4H12NS2 overall in a non-equilibrium geometry.

Calculated values
energy above the lowest of the compared OMol25 structures with the same formula, charge and spin = 47.9 kcal per mole
HOMO level = -0.50344 Eh
LUMO level = -5.1 eV
net charge = +1
energy = -1010.41908 Eh
frontier orbital gap = 8.55 eV

Element x y z (Å)
H (-0.72180, -2.08926, 0.21993)
H (0.67624, -1.88580, -1.22655)
S (-0.60493, 0.21912, -1.61296)
H (1.20210, -0.82199, -2.57473)
H (1.85306, -0.46350, 0.45676)
H (2.54504, 0.54952, -1.04862)
H (-2.54544, 1.73189, -0.73105)
H (2.88024, -1.25667, -0.85386)
H (-0.24514, -0.79117, 1.33949)
H (0.50365, 1.61986, 1.06235)
H (-1.96639, -1.25177, 1.31594)
C (1.00009, -0.86391, -1.51359)
C (2.12591, -0.51374, -0.69226)
C (-1.41919, -0.16093, -0.20358)
H (-0.92305, 2.52682, 1.15254)
H (-0.13146, 2.17267, 2.42443)
S (-2.81525, 0.67772, 0.16735)
C (-1.03348, -1.25387, 0.77607)
N (-0.38022, 1.85502, 1.54235)

Record 8
ORCA calculation (ωB97M-V/def2-TZVPD) on a 2-piece molecular cluster, C4H12O overall in a non-equilibrium geometry.

Calculated values
energy above the lowest of the compared OMol25 structures with the same formula, charge and spin = 24.6 kcal per mole
HOMO level = -0.38420 Eh
LUMO level = 1.0 eV
net charge = 0
energy = -234.79341 Eh
frontier orbital gap = 11.47 eV

Element x y z (Å)
H (0.50979, 1.18760, 0.30207)
H (-0.27269, 2.71432, 0.42961)
H (1.90825, -0.81783, 0.99881)
H (-1.68585, 2.13357, -1.66255)
C (0.86163, -1.12995, 0.99439)
C (-0.36772, 1.73208, -0.00435)
C (-0.67110, 1.75360, -1.49958)
H (-0.55282, 0.78328, -1.92248)
O (-1.37932, 0.86940, 0.61563)
H (0.61456, -1.16613, 2.05732)
H (1.31536, -3.17975, 0.99415)
C (0.72044, -2.51466, 0.36736)
H (1.19065, -2.69975, -0.63023)
H (0.32698, -0.29812, 0.48980)
H (-0.31492, -2.79415, 0.44333)
H (-0.04848, 2.46942, -2.02591)
H (-2.15476, 0.95707, 0.05263)

Record 9
ORCA calculation (ωB97M-V/def2-TZVPD) on a 2-piece molecular cluster, C4H12O overall in a non-equilibrium geometry.

Calculated values
energy above the lowest of the compared OMol25 structures with the same formula, charge and spin = 13.8 kcal per mole
HOMO level = -0.37969 Eh
LUMO level = 1.0 eV
net charge = 0
energy = -234.81068 Eh
frontier orbital gap = 11.29 eV

Element x y z (Å)
H (-2.63538, -1.76767, 1.59158)
H (1.67462, -0.98760, -1.56524)
O (1.77143, 0.04251, 0.15780)
C (0.94618, 1.10363, -1.83590)
H (-1.48568, 0.88486, 0.70283)
H (0.29500, 1.73259, -1.21576)
H (-2.93870, 0.54493, 1.63486)
H (1.90030, 1.63400, -1.88092)
H (0.41995, 1.00771, -2.78469)
H (0.09421, -0.59745, -0.88246)
H (1.11602, 0.19544, 0.84870)
C (1.09804, -0.20554, -1.08736)
H (-1.72383, -1.40869, 0.18317)
C (-1.73833, -1.22458, 1.26817)
C (-1.88736, 0.27733, 1.51174)
H (-0.88215, -1.66052, 1.78319)
H (-1.48571, 0.56959, 2.49230)

Record 10
ORCA calculation (ωB97M-V/def2-TZVPD) on a 2-piece molecular cluster, C4H12O overall in a non-equilibrium geometry.

Calculated values
energy above the lowest of the compared OMol25 structures with the same formula, charge and spin = 53.3 kcal per mole
HOMO level = -0.37292 Eh
LUMO level = 0.9 eV
net charge = 0
energy = -234.74761 Eh
frontier orbital gap = 11.02 eV

Element x y z (Å)
C (-1.27458, -0.60295, -3.27911)
C (1.76084, 0.29656, 2.30763)
H (-0.38023, -0.15728, -3.61823)
H (-0.25547, 0.21257, 2.84247)
H (-1.25664, -0.37433, -0.97940)
C (-0.72460, -0.77305, -1.77519)
H (-0.80021, -1.87309, -1.65197)
O (-0.02327, 1.13708, 1.01048)
H (2.38882, 0.88350, 1.49762)
H (-0.83961, 0.95704, 0.37406)
H (-2.23223, -0.10420, -3.20962)
H (2.28344, -0.75850, 2.41946)
C (0.29238, 0.13098, 1.90118)
H (-1.42309, -1.73243, -3.59098)
H (1.75310, 0.78020, 3.26762)
H (0.38739, -0.33199, -1.80104)
H (0.23666, -0.90745, 1.43918)

Record 11
ORCA calculation (ωB97M-V/def2-TZVPD) on a 2-piece molecular cluster, C4H12O overall in a non-equilibrium geometry.

Calculated values
energy above the lowest of the compared OMol25 structures with the same formula, charge and spin = 58.9 kcal per mole
HOMO level = -0.37970 Eh
LUMO level = 0.9 eV
net charge = 0
energy = -234.73868 Eh
frontier orbital gap = 11.28 eV

Element x y z (Å)
C (0.52348, 2.98751, 1.48428)
H (0.38626, -0.92932, -2.20027)
C (0.09593, -2.04508, -0.27478)
H (-2.19706, -2.22198, -0.41489)
H (-0.29812, 3.11605, 2.16265)
H (-0.60798, 1.70350, 0.59451)
H (-1.72787, -0.72009, 0.00994)
H (-1.43682, -1.21391, -1.69626)
H (0.84366, 3.81470, 0.95247)
C (-1.36129, -1.59963, -0.54528)
H (0.27117, -3.18424, -0.43561)
H (0.42517, -2.08689, 0.85832)
H (2.01732, -1.11710, -1.24251)
O (0.11730, 2.11496, 0.50003)
H (0.67910, -0.09498, -0.67553)
C (0.87647, -1.03949, -1.21129)
H (1.39328, 2.51599, 2.13421)

Record 12
ORCA calculation (ωB97M-V/def2-TZVPD) on a 2-piece molecular cluster, C4H12O overall in a non-equilibrium geometry.

Calculated values
energy above the lowest of the compared OMol25 structures with the same formula, charge and spin = 14.4 kcal per mole
HOMO level = -0.38208 Eh
LUMO level = 0.9 eV
net charge = 0
energy = -234.80964 Eh
frontier orbital gap = 11.35 eV

Element x y z (Å)
H (-0.61827, 0.06392, 1.52833)
O (-1.66688, -1.28635, -2.20357)
H (1.40336, 0.33160, 0.40033)
H (-1.72305, 0.98147, -1.19218)
H (0.03817, 0.41353, 3.16592)
H (1.44578, 1.67540, 1.64662)
C (1.46871, 0.60419, 1.44566)
H (-0.54865, 1.14554, -2.46718)
H (-1.37665, -2.06801, -2.67295)
H (0.36514, -1.09032, -1.84733)
C (0.24792, 0.00640, 2.17989)
H (2.40146, 0.25575, 1.87229)
H (0.07357, 1.26480, -0.90603)
C (-0.58747, -0.76436, -1.41103)
C (-0.69538, 0.73894, -1.46002)
H (-0.63018, -1.19800, -0.41228)
H (0.40244, -1.07451, 2.33355)

Record 13
ORCA calculation (ωB97M-V/def2-TZVPD) on a 2-piece molecular cluster, C4H12O overall in a non-equilibrium geometry.

Calculated values
energy above the lowest of the compared OMol25 structures with the same formula, charge and spin = 27.3 kcal per mole
HOMO level = -0.37608 Eh
LUMO level = 0.9 eV
net charge = 0
energy = -234.78916 Eh
frontier orbital gap = 11.16 eV

Element x y z (Å)
H (2.69451, -1.48679, -1.14455)
H (1.72197, -2.86868, -1.46904)
C (0.91514, -1.81996, 0.12349)
C (-1.39756, 2.22719, 0.43165)
H (1.09339, -1.38352, -2.03526)
H (-0.30530, 0.42211, 0.07816)
H (0.00417, -2.43038, 0.08227)
H (-0.84172, 3.11887, 0.72034)
H (-1.03372, 0.45476, 1.75433)
H (0.53519, -0.90259, 0.58567)
C (-0.56236, 1.00401, 0.94283)
H (0.29330, 1.41947, 1.47748)
C (1.65666, -1.80465, -1.20371)
H (1.55774, -2.34236, 0.83797)
H (-2.46912, 2.09582, -1.22598)
O (-1.54587, 2.14594, -0.96311)
H (-2.31640, 2.15076, 1.00744)